Here is C44H43AsBrCsN10O4S4 as an isolated structure from the Open Molecules 2025 dataset. Energies are from ωB97M-V with the def2-TZVPD basis set.

Each line ends with the Löwdin charge.
CARTESIAN COORDINATES (ANGSTROEM)
Cs1 -0.2666 0.0051 1.8221  0.721
C1 5.1325 -6.1256 0.3286  -0.076
C2 4.3944 -4.8195 0.3845  -0.296
C3 4.4489 -3.9952 1.4788  -0.019
C4 3.7732 -2.7593 1.5247  -0.146
C5 3.8336 -1.9643 2.7052  -0.036
N1 3.8092 -0.6640 2.7372  0.064
C6 3.8523 0.2212 1.5914  -0.184
C7 4.2745 1.6241 1.9872  -0.169
C8 4.4219 2.5180 0.7650  -0.171
N2 3.1578 2.6845 0.0713  0.063
C9 2.8551 3.7143 -0.6878  -0.025
C10 1.6957 3.7960 -1.4542  -0.143
C11 1.4070 4.9700 -2.2117  -0.022
C12 0.2726 5.0786 -2.9494  -0.286
C13 -0.0926 6.3185 -3.7105  -0.064
C14 -0.6219 3.9614 -2.9708  0.021
C15 -0.4035 2.8104 -2.2872  -0.121
C16 -1.3860 1.6851 -2.2851  -0.099
N3 -1.4512 0.7060 -3.0813  0.076
C17 -0.4340 0.5457 -4.1145  -0.227
C18 0.7727 -0.2105 -3.5678  -0.169
C19 0.4808 -1.6471 -3.1211  -0.226
N4 1.2609 -1.9253 -1.9409  0.068
C20 2.0271 -2.9269 -1.8845  -0.123
C21 2.8482 -3.2569 -0.7075  -0.121
C22 3.6006 -4.4022 -0.7084  -0.009
C23 2.8198 -2.4115 0.4871  -0.364
O1 1.9583 -1.5238 0.6392  -0.183
C24 0.7644 2.6889 -1.4308  -0.337
O2 0.9330 1.6769 -0.7111  -0.072
H1 5.6769 -6.2997 1.2580  0.067
H2 5.8583 -6.1626 -0.4893  0.069
H3 4.4483 -6.9666 0.1883  0.072
H4 5.0592 -4.2798 2.3315  0.119
H5 3.9111 -2.4170 3.6936  0.090
H6 3.6449 -0.2137 3.6468  0.047
H7 2.8822 0.1734 1.0811  0.087
H8 4.5629 -0.2161 0.8770  0.142
H9 5.2324 1.5958 2.5142  0.122
H10 3.5425 2.0482 2.6780  0.061
H11 5.1519 2.0876 0.0679  0.124
H12 4.7794 3.5100 1.0530  0.120
H13 2.4409 1.9372 0.0261  0.109
H14 3.5680 4.5371 -0.7077  0.138
H15 2.1150 5.7934 -2.1755  0.113
H16 0.6860 7.0767 -3.6138  0.069
H17 -1.0252 6.7468 -3.3348  0.077
H18 -0.2366 6.1190 -4.7749  0.074
H19 -1.5305 4.0508 -3.5604  0.133
H20 -2.1301 1.7273 -1.4862  0.112
H21 -0.1057 1.5129 -4.5169  0.103
H22 -0.8959 -0.0142 -4.9342  0.106
H23 1.1405 0.3183 -2.6879  0.089
H24 1.5797 -0.1939 -4.3081  0.105
H25 0.6681 -2.3730 -3.9337  0.106
H26 -0.5680 -1.7309 -2.8234  0.079
H27 2.1351 -3.6274 -2.7350  0.114
H28 3.5659 -5.0306 -1.5965  0.113
O3 -7.8411 3.0086 0.2067  -0.093
N5 -6.9420 3.8711 -0.0036  -0.403
O4 -7.2403 5.0077 -0.4624  -0.092
C25 -5.6062 3.6059 0.2830  -0.128
C26 -4.6851 4.6214 0.0420  0.015
C27 -3.3128 4.4606 0.3109  -0.161
C28 -2.3765 5.5055 0.1215  -0.029
C29 -1.0591 5.3000 0.4369  -0.073
C30 -0.6744 4.0427 0.9256  -0.161
N6 -1.5156 3.0410 1.0896  0.103
C31 -2.8073 3.2356 0.8024  -0.179
C32 -3.7533 2.1410 1.0222  -0.161
N7 -3.2246 0.9774 1.4332  0.039
C33 -4.0230 -0.0295 1.7085  -0.173
C34 -5.4087 0.0634 1.5977  -0.073
C35 -5.9654 1.2328 1.1361  -0.002
C36 -5.1396 2.3256 0.8088  -0.050
H29 -5.0573 5.5577 -0.3447  0.101
H30 -2.7223 6.4610 -0.2572  0.108
H31 -0.3192 6.0808 0.3130  0.097
H32 0.3619 3.8472 1.1844  0.103
H33 -3.5552 -0.9650 2.0045  0.103
H34 -6.0320 -0.7828 1.8586  0.096
H35 -7.0280 1.3524 1.0083  0.088
S1 0.1262 -0.5424 7.1591  -0.001
As1 1.2889 -0.8294 5.2688  -0.610
S2 0.2570 -2.2598 4.0807  -0.164
S3 1.5396 1.1009 4.3155  -0.188
S4 3.0635 -1.4904 6.2438  -0.144
N8 -4.2929 -3.6144 -1.0417  0.048
C37 -4.7344 -2.3104 -0.9831  -0.117
C38 -3.7080 -1.5593 -1.4682  -0.155
N9 -2.6488 -2.3636 -1.8141  0.069
C39 -3.0336 -3.5801 -1.5425  -0.234
H36 -4.7390 -4.4261 -0.6565  0.121
H37 -5.6978 -2.0415 -0.5898  0.097
H38 -3.6582 -0.4883 -1.5680  0.088
H39 -2.4388 -4.4709 -1.6395  0.088
Br1 -2.7864 -7.0276 0.3996  0.637
C40 -1.2548 -6.0733 1.1039  -0.736
C41 -0.4824 -6.7164 2.0530  -0.126
C42 0.6170 -6.0138 2.5210  -0.050
C43 0.8698 -4.7416 2.0281  -0.094
C44 0.0030 -4.2061 1.0890  -0.111
N10 -1.0523 -4.8797 0.6228  0.056
H40 -0.7403 -7.7033 2.4076  0.089
H41 1.2575 -6.4490 3.2768  0.111
H42 1.6956 -4.1497 2.3838  0.066
H43 0.1809 -3.2075 0.6894  0.098

max |F|: 0.9 eV/A
energy relative to the best compared isomer or geometry (same formula, charge and spin): 0.0 kcal/mol
orbital gap (spin up / spin down): 5.9987 / 4.2545 eV
charge: -2


Here is a 13-piece molecular cluster, C38H64N2O34S4 overall from the Open Molecules 2025 dataset. Energies are from ωB97M-V with the def2-TZVPD basis set.

Each line ends with the Löwdin charge.
CARTESIAN COORDINATES (ANGSTROEM)
C1 -6.0369 2.1048 -0.2952  0.010
N1 -5.9553 1.8318 1.0909  -0.463
O1 -4.9961 1.3015 1.6504  0.063
O2 -6.8891 2.2843 1.6886  0.076
H1 -6.5051 3.0598 -0.5337  0.107
H2 -6.5381 1.2217 -0.6914  0.115
H3 -4.9953 2.2317 -0.5902  0.076
C2 -5.0583 -2.3057 0.8659  0.029
N2 -6.5325 -2.2992 0.8323  -0.425
O3 -7.0308 -1.5961 -0.0385  0.044
O4 -7.1128 -3.0322 1.6312  0.061
H4 -4.7169 -2.8415 -0.0198  0.090
H5 -4.7427 -2.8134 1.7773  0.087
H6 -4.6397 -1.3142 0.6934  0.073
O5 -2.3936 -3.5731 0.0478  0.086
C3 -2.2544 -4.7825 0.2688  -0.433
O6 -3.1216 -5.5179 0.9859  0.027
C4 -2.7658 -6.8659 0.9604  -0.145
C5 -1.6403 -7.0179 -0.0970  -0.154
C6 -1.1695 -5.6635 -0.3024  -0.104
H7 -3.6924 -7.4099 0.7770  0.133
H8 -2.3840 -7.1545 1.9396  0.126
H9 -2.0291 -7.4052 -1.0387  0.123
H10 -0.8486 -7.6706 0.2709  0.120
H11 -0.9528 -5.4032 -1.3384  0.140
H12 -0.2810 -5.4466 0.2905  0.121
O7 0.9673 4.3838 3.8486  0.105
C7 1.1850 4.0847 2.6849  -0.457
O8 0.4365 4.6119 1.7142  0.026
C8 0.7832 4.2107 0.3945  -0.124
C9 2.2429 3.7063 0.6410  -0.135
C10 2.2031 3.1390 2.0451  -0.066
H13 0.8267 5.0098 -0.3456  0.124
H14 0.0582 3.4439 0.1215  0.110
H15 2.9256 4.5531 0.5712  0.123
H16 2.5993 3.0152 -0.1228  0.094
H17 3.1503 3.0654 2.5794  0.099
H18 1.6197 2.2280 2.1786  0.127
O9 0.4457 0.2694 3.8265  0.132
C11 1.2870 0.6390 4.5797  -0.532
O10 1.1095 1.6177 5.4236  0.082
C12 2.3218 2.0476 5.9605  -0.180
C13 3.4032 1.4323 5.1189  -0.141
C14 2.7161 0.1434 4.6159  -0.046
H19 2.5182 1.7811 6.9990  0.129
H20 2.3796 3.1357 5.9305  0.127
H21 4.2852 1.2845 5.7421  0.113
H22 3.7614 2.0694 4.3103  0.087
H23 2.6955 -0.7244 5.2752  0.131
H24 3.0397 -0.3269 3.6873  0.088
O11 4.4311 -4.9907 -5.0745  0.094
C15 4.3695 -4.0346 -4.2987  -0.470
O12 3.2471 -3.4008 -3.9116  0.048
C16 3.5517 -2.2726 -3.0847  -0.142
C17 5.0408 -2.3762 -2.6966  -0.142
C18 5.5664 -3.4663 -3.6270  -0.084
H25 2.9113 -2.2157 -2.2045  0.097
H26 3.2788 -1.3390 -3.5768  0.104
H27 5.1764 -2.6570 -1.6521  0.093
H28 5.6860 -1.5140 -2.8654  0.107
H29 6.1196 -4.1624 -2.9964  0.131
H30 6.1530 -3.0175 -4.4286  0.136
O13 3.3957 -0.0512 -0.7303  0.082
C19 4.3711 0.4791 -0.1990  -0.382
O14 4.4502 0.7854 1.1470  -0.008
C20 5.7320 1.4206 1.5214  -0.117
C21 6.2377 1.8445 0.1627  -0.182
C22 5.7102 0.8936 -0.9023  -0.052
H31 6.4926 0.7984 1.9930  0.124
H32 5.5041 2.2474 2.1942  0.118
H33 7.3264 1.8962 0.1754  0.117
H34 5.8901 2.8661 0.0093  0.120
H35 6.4677 0.1117 -0.9562  0.115
H36 5.5027 1.2385 -1.9153  0.127
O15 -1.1441 6.8588 -1.4006  0.073
C23 -2.2566 6.6302 -0.9367  -0.502
O16 -3.3374 7.1834 -1.3346  0.076
C24 -4.5112 6.5653 -0.7156  -0.096
C25 -3.9832 5.5575 0.3153  -0.167
C26 -2.5394 5.5378 0.1098  -0.078
H37 -5.0823 6.0203 -1.4673  0.113
H38 -5.0981 7.3156 -0.1858  0.123
H39 -4.5253 4.6157 0.2306  0.103
H40 -4.3112 5.9976 1.2570  0.117
H41 -2.1549 4.5515 -0.1502  0.113
H42 -2.0882 5.7555 1.0778  0.129
O17 -4.6375 3.6021 -2.6960  0.078
C27 -4.2432 2.8365 -3.5835  -0.391
O18 -5.1900 2.3813 -4.5027  0.016
C28 -4.6018 1.5002 -5.4979  -0.143
C29 -3.2830 1.0958 -4.8499  -0.152
C30 -2.9140 2.1682 -3.8208  -0.070
H43 -4.4054 2.0285 -6.4309  0.118
H44 -5.1262 0.5932 -5.7985  0.124
H45 -2.4277 0.9217 -5.5028  0.099
H46 -3.4739 0.1341 -4.3735  0.116
H47 -2.4083 3.0318 -4.2528  0.136
H48 -2.5151 1.7830 -2.8824  0.081
C31 0.0039 -0.6933 0.4001  -0.210
C32 0.4428 -0.1305 -0.9097  -0.255
O19 -0.6836 -0.1008 -1.6666  -0.178
S1 -1.9460 0.3830 -0.6883  0.697
O20 -3.2199 -0.2982 -0.9928  -0.241
O21 -2.0378 1.7872 -0.6586  -0.220
O22 -1.2412 -0.1923 0.6544  -0.143
H49 0.7954 -0.6050 1.1442  0.121
H50 -0.2632 -1.7488 0.3482  0.127
H51 1.1672 -0.7891 -1.3888  0.118
H52 0.9565 0.8305 -0.9358  0.116
C33 -2.4151 -3.6006 3.8737  -0.172
C34 -1.1267 -2.7284 4.1388  -0.168
O23 -1.5361 -1.8824 5.2058  -0.206
S2 -3.2041 -1.7019 5.2879  0.756
O24 -3.6798 -0.3317 4.9901  -0.235
O25 -3.7822 -2.3954 6.4600  -0.265
O26 -3.4307 -2.6888 4.0462  -0.211
H53 -2.4456 -4.3201 4.6919  0.128
H54 -2.4008 -4.1325 2.9224  0.113
H55 -0.7069 -2.2050 3.2799  0.105
H56 -0.3086 -3.3383 4.5220  0.120
C35 3.6242 -4.6586 -0.1493  -0.210
C36 4.6119 -4.5563 1.0794  -0.134
O27 3.7684 -4.2821 2.2082  -0.191
S3 2.5043 -3.3348 1.7531  0.752
O28 2.7810 -1.9415 2.0303  -0.228
O29 1.2532 -3.9310 2.2452  -0.246
O30 2.7191 -3.6838 0.1073  -0.209
H57 3.1019 -5.6147 -0.1849  0.132
H58 4.0522 -4.5196 -1.1420  0.118
H59 5.3090 -3.7309 0.9350  0.123
H60 5.1878 -5.4758 1.1840  0.134
C37 0.9779 1.6220 -5.5513  -0.144
C38 1.2372 0.7191 -4.2763  -0.166
O31 1.9295 1.5267 -3.3217  -0.216
S4 1.2214 3.0460 -3.4251  0.734
O32 2.1542 4.0725 -2.9412  -0.225
O33 -0.0992 2.9320 -2.8743  -0.224
O34 1.1289 2.9292 -5.0632  -0.207
H61 -0.0555 1.5699 -5.8941  0.115
H62 1.6383 1.4903 -6.4084  0.130
H63 1.7153 -0.2396 -4.4775  0.117
H64 0.2688 0.4505 -3.8543  0.103

max |F|: 4.7 eV/A
orbital gap: 8.7980 eV


Here is C5H13INO2 as an isolated structure from the Open Molecules 2025 dataset. Energies are from ωB97M-V with the def2-TZVPD basis set.

Each line ends with the natural charge from an NBO analysis.
CARTESIAN COORDINATES (ANGSTROEM)
C1 -0.8245 -1.3694 -1.0517  -0.423
C2 -1.1372 -1.7295 1.4065  -0.418
C3 0.4223 1.8343 1.8917  -0.269
C4 0.5501 1.4252 -2.3145  -0.290
C5 1.2404 0.7729 -0.1096  0.701
N1 -0.2413 -1.6699 0.2404  -0.676
O1 0.3882 1.5284 0.4469  -0.451
O2 1.2313 0.5758 -1.3396  -0.446
I1 2.6679 -0.3700 0.7783  0.357
H1 -0.1060 -1.3106 -1.8833  0.212
H2 -1.7153 -2.0082 -1.1703  0.202
H3 -1.2031 -0.2989 -1.0512  0.168
H4 -1.8764 -2.5322 1.4060  0.200
H5 -0.4949 -1.8457 2.3616  0.209
H6 -1.5966 -0.6778 1.3286  0.183
H7 0.0075 0.9710 2.3286  0.214
H8 -0.2685 2.5954 2.2233  0.249
H9 1.4473 1.8784 2.2631  0.224
H10 -0.2396 2.0812 -1.9949  0.229
H11 0.1811 0.7812 -3.2515  0.244
H12 1.3087 1.9508 -2.7340  0.215
H13 0.2584 -2.5823 0.2254  0.366

max |F|: 4.1 eV/A
energy relative to the best compared isomer or geometry (same formula, charge and spin): 46.3 kcal/mol
orbital gap: 8.4857 eV
charge: +1